Below is a structure of composition C6H9InO4 at a distorted geometry, with properties calculated with wB97M-V/def2-TZVPD.

Results
E_tot   -19708.365 eV
Largest force on an atom   0.1268 Eh/bohr
Gap between HOMO and LUMO   7.94 eV
Molar mass   259.952 g mol⁻¹
E_LUMO   -0.3996 Ha
Total charge   +2

Cartesian coordinates (Å):
O  1.8578  -0.1325  -0.0682
In  1.0181  1.6337  0.2227
O  2.9869  1.6669  0.2937
C  3.1398  0.4264  0.0447
O  4.1292  -0.2588  -0.0577
C  1.6811  -1.5289  -0.3461
C  0.1996  -1.8116  -0.3999
H  2.1725  -1.7509  -1.3020
H  2.1764  -2.1011  0.4490
H  -0.2882  -1.2124  -1.1822
H  0.0419  -2.8723  -0.6309
H  -0.2766  -1.5979  0.5671
C  -2.0123  1.2150  0.7529
C  -1.0652  1.7342  -0.1263
H  -1.7750  1.0017  1.8019
H  -1.8399  2.4740  0.7270
H  -1.5008  2.0426  -1.0891
O  -3.5839  -0.5211  0.6888
C  -3.2988  0.5737  0.2794
H  -3.7627  1.0194  -0.6249

Löwdin atomic charge list, values in e, 4 entries: -0.16, 1.46, 0.04, -0.65